ORCA calculation (ωB97M-V/def2-TZVPD) on a 2-piece molecular cluster, C11H25FN2O2PS overall at a distorted geometry.

Results
- LUMO energy (Eh) = -0.139
- highest occupied orbital energy (eV) = -11.230
- electronic energy (eV) = -41714.2984
- charge = +1

XYZ file:
```
43
Properties=species:S:1:pos:R:3:forces:R:3
C 1.31603 0.58786 2.83086 1.4 1.0 -1.2
C 0.79896 0.45625 1.24663 -1.1 1.5 0.5
C 1.36352 -0.83706 0.37513 0.1 0.8 -0.5
N -0.00147 1.44726 0.75333 0.1 -5.0 2.3
C -1.47373 1.11359 0.80138 0.2 2.3 -0.3
C -2.08441 1.01732 2.35611 -1.0 0.2 -0.6
F -1.58148 2.12609 3.21167 -1.0 -3.1 -2.1
C -1.96704 -0.47382 3.01560 -0.8 0.1 0.6
C -1.97806 -1.66445 1.89334 0.1 -1.2 3.2
N -2.57528 -1.30214 0.55866 1.0 -0.4 -0.4
P -2.28360 -2.74211 -0.51483 -5.5 -5.8 -1.2
O -3.57844 -3.69347 -0.54966 4.8 3.9 0.5
C -1.94299 -0.13318 -0.15636 -0.8 2.3 -2.1
C -3.14066 0.44679 -1.17301 0.2 -0.1 0.9
H 1.12072 -0.37974 3.45928 0.4 1.7 -1.4
H 0.91060 1.57421 3.35119 0.5 -2.4 -1.3
H 2.49423 0.76059 2.74058 -2.4 -0.7 0.4
H 2.35759 -1.26781 0.82659 -2.0 1.0 -0.9
H 1.52153 -0.43104 -0.73596 -0.1 -1.0 2.5
H 0.60014 -1.71894 0.28579 1.3 1.7 0.4
H -2.01925 2.08149 0.35728 1.2 -2.2 1.0
H -3.25198 1.22875 2.22087 2.5 -0.3 0.5
H -1.03028 -0.65100 3.69800 -1.9 0.6 -1.4
H -2.94142 -0.63722 3.68526 2.3 0.5 -1.4
H -0.89871 -2.12134 1.82897 -2.2 1.1 -0.5
H -2.66588 -2.53164 2.34276 1.5 1.8 -1.2
H -3.61660 -1.18621 0.60632 0.9 -0.2 0.1
H -1.16563 -3.44894 0.09736 -0.5 1.2 -0.5
H -2.02369 -2.35600 -1.89225 0.3 0.4 1.3
H -1.10840 -0.53456 -0.87727 -1.2 0.9 1.8
H -2.74232 1.44018 -1.67081 -0.9 -2.3 0.9
H -4.08618 0.69334 -0.49104 2.0 -0.4 -1.5
H -3.46403 -0.37335 -1.94557 0.7 1.7 1.3
C 5.41866 0.99787 -3.40489 0.1 0.0 -0.1
S 3.85242 0.55722 -2.61449 0.0 -0.1 -0.4
O 3.23623 -0.54832 -3.42021 0.1 0.5 0.4
C 2.99010 2.08828 -3.04422 -0.1 0.0 -0.1
H 6.11118 0.16001 -3.29449 -0.2 0.1 0.0
H 5.25864 1.19743 -4.46717 -0.1 -0.1 0.1
H 5.83871 1.88012 -2.91612 -0.1 -0.1 0.0
H 2.98041 2.22027 -4.12880 0.0 -0.1 0.1
H 3.48943 2.93475 -2.56729 0.0 -0.1 0.0
H 1.96243 2.02267 -2.67854 0.2 -0.1 0.0
```
Forces are in eV/Å.